(1)
This record from the OMol25 dataset describes C17H29BF4N6NaO4 as an isolated structure at a distorted geometry. The level of theory is ωB97M-V with the def2-TZVPD basis set.

```
62
Properties=species:S:1:pos:R:3
Na -0.284 0.834 -0.703
C 2.476 2.056 -2.684
C 1.188 2.105 -3.469
O 0.370 0.991 -3.170
C 0.697 -0.189 -3.881
C -0.320 -1.247 -3.514
O -0.503 -1.408 -2.121
C 0.331 -2.343 -1.462
C 1.773 -1.896 -1.332
O 1.795 -0.552 -0.894
C 3.095 -0.061 -0.659
C 3.028 1.444 -0.433
O 2.130 2.083 -1.316
H 3.099 2.919 -2.940
H 3.037 1.149 -2.932
H 1.381 2.174 -4.544
H 0.627 2.989 -3.158
H 1.719 -0.513 -3.645
H 0.620 -0.009 -4.957
H -0.042 -2.196 -3.986
H -1.286 -0.937 -3.912
H 0.306 -3.319 -1.964
H -0.086 -2.426 -0.462
H 2.323 -1.978 -2.280
H 2.265 -2.559 -0.609
H 3.739 -0.312 -1.512
H 3.537 -0.526 0.230
H 4.042 1.852 -0.527
H 2.656 1.664 0.565
F 0.245 1.655 3.487
B 0.301 2.305 2.228
F 1.529 2.989 2.082
F -0.797 3.173 2.067
F 0.228 1.283 1.199
C -2.845 1.025 3.423
C -3.235 0.779 1.981
N -2.560 -0.419 1.447
C -1.567 -1.091 2.139
N -0.640 -1.691 1.476
C 0.415 -2.378 2.201
C 0.579 -1.882 3.628
C -0.789 -1.904 4.292
N -1.714 -1.113 3.508
C -2.747 -0.307 4.144
H -3.571 1.682 3.906
H -1.864 1.506 3.458
H -2.961 1.643 1.378
H -4.315 0.638 1.898
H -2.319 -0.280 0.479
H 1.351 -2.228 1.651
H 0.228 -3.461 2.210
H 0.946 -0.853 3.610
H 1.284 -2.503 4.186
H -0.748 -1.491 5.299
H -1.134 -2.943 4.377
H -2.472 -0.163 5.187
H -3.719 -0.819 4.123
N -2.333 1.213 -1.475
C -2.474 1.312 -2.635
N -2.768 1.431 -3.894
C -1.953 1.518 -4.916
N -1.293 1.588 -5.878
```

LUMO level ... 2.061 eV
HOMO-LUMO gap ... 7.36 eV
E_HOMO ... -0.195 hartree
Total charge ... -1
Relative energy (zero: lowest compared OMol25 entry of this formula, charge and spin) ... 0.271 eV

=====

(2)
This record from the OMol25 dataset describes C17H29BrInNO6 as an isolated structure at a distorted geometry. The level of theory is ωB97M-V with the def2-TZVPD basis set.

```
55
Properties=species:S:1:pos:R:3
O -0.963 -1.805 -1.927
C -0.818 -2.288 -0.766
O -1.259 -3.423 -0.440
In 0.287 -1.251 0.890
Br 1.848 0.714 0.003
C -1.048 -0.214 2.390
C -0.178 0.592 3.414
C -0.498 0.316 4.897
C -0.521 -1.135 5.366
N 0.786 -1.782 5.507
C 1.868 -1.817 4.687
C 2.825 -2.607 5.288
C 2.290 -3.076 6.520
C 1.025 -2.539 6.620
H 1.257 -2.507 1.731
H -1.647 0.524 1.847
H -1.743 -0.904 2.879
H -0.395 1.652 3.244
H 0.885 0.472 3.190
H -1.520 0.691 5.047
H 0.144 0.935 5.535
H -1.208 -1.743 4.773
H -0.942 -1.125 6.375
H 1.932 -1.313 3.740
H 3.797 -2.856 4.894
H 2.774 -3.719 7.239
H 0.311 -2.668 7.417
O -0.145 1.763 -1.297
C -0.898 2.649 -1.545
O -1.813 3.031 -0.595
C -2.624 4.183 -0.720
C -3.883 3.897 -1.518
C -0.936 3.309 -2.905
H -2.056 5.021 -1.131
H -2.897 4.462 0.299
H -3.648 3.599 -2.540
H -4.526 4.781 -1.555
H -4.437 3.076 -1.063
H -1.544 2.702 -3.574
H 0.078 3.346 -3.291
H -1.313 4.333 -2.895
O 0.794 1.324 -4.620
C 1.192 0.206 -4.805
O 1.764 -0.065 -6.022
C 2.432 -1.289 -6.294
C 1.465 -2.372 -6.730
C 1.013 -0.915 -3.819
H 3.040 -1.599 -5.443
H 3.125 -1.069 -7.110
H 0.749 -2.605 -5.943
H 2.002 -3.287 -6.990
H 0.894 -2.040 -7.599
H 0.018 -1.347 -3.928
H 1.103 -0.520 -2.809
H 1.762 -1.699 -3.918
```

LUMO level ... 4.481 eV
HOMO-LUMO gap ... 4.11 eV
E_HOMO ... 0.014 hartree
Total charge ... -2

=====

(3)
This record from the OMol25 dataset describes C17H29BrRhSi2 as an isolated structure at a distorted geometry. The level of theory is ωB97M-V with the def2-TZVPD basis set.

```
50
Properties=species:S:1:pos:R:3
C -1.797 -0.902 -1.095
C -2.125 -1.380 0.221
C -2.181 -0.264 1.103
H -2.348 -2.410 0.493
C -1.906 0.915 0.339
C -1.639 0.529 -1.029
H -1.326 1.198 -1.823
H -1.686 -1.507 -1.999
H -2.444 -0.266 2.158
H -1.846 1.928 0.718
Rh -0.383 -0.382 0.210
Br 1.781 -0.402 -1.129
C 2.534 0.656 -4.342
C 1.473 1.459 -4.867
C 0.483 0.579 -5.416
H 1.439 2.550 -4.876
C 0.942 -0.767 -5.239
C 2.208 -0.717 -4.574
H 2.827 -1.574 -4.306
H 3.443 1.023 -3.865
H -0.440 0.883 -5.913
H 0.435 -1.671 -5.581
C 2.380 1.615 4.103
Si 0.981 1.423 2.846
C -0.629 1.586 3.804
C 1.038 2.754 1.528
C 1.152 -0.230 1.929
Si 1.018 -1.868 2.848
C -0.663 -2.175 3.631
C 1.243 -3.160 1.506
C 2.297 -2.008 4.239
H 2.362 2.637 4.506
H 3.371 1.462 3.654
H 2.283 0.930 4.957
H -0.597 2.513 4.395
H -1.504 1.643 3.144
H -0.766 0.758 4.510
H 1.979 2.715 0.961
H 0.213 2.637 0.814
H 0.964 3.748 1.992
H 2.138 -0.220 1.472
H -1.451 -2.265 2.872
H -0.620 -3.123 4.189
H -0.939 -1.388 4.341
H 2.200 -3.040 0.983
H 1.208 -4.161 1.955
H 0.441 -3.075 0.759
H 3.320 -1.783 3.908
H 2.069 -1.354 5.093
H 2.300 -3.040 4.618
```

LUMO level (alpha / beta) ... 3.115 / 1.059 eV
HOMO-LUMO gap (alpha / beta) ... 4.25 / 5.63 eV
Spin multiplicity ... 5
E_HOMO (alpha / beta) ... -0.042 / -0.168 hartree
⟨S²⟩ ... 6.034
Total charge ... -1
Relative energy (zero: lowest compared OMol25 entry of this formula, charge and spin) ... 0.277 eV

=====

(4)
This record from the OMol25 dataset describes C17H29CuN8OS as an isolated structure at a distorted geometry. The level of theory is ωB97M-V with the def2-TZVPD basis set.

```
57
Properties=species:S:1:pos:R:3
Cu 0.087 -0.880 -0.630
C 0.587 -0.682 -3.509
C 1.442 -1.848 -3.062
N 1.665 -1.936 -1.578
C 1.816 -3.362 -1.133
C 0.445 -4.057 -1.114
S -0.980 -2.925 -0.857
C -1.724 -2.682 -2.537
C -1.857 -1.247 -2.966
N -0.611 -0.444 -2.651
H 1.211 0.225 -3.519
H 0.306 -0.861 -4.563
H 0.989 -2.797 -3.406
H 2.429 -1.775 -3.541
H 2.571 -1.464 -1.416
H 2.506 -3.909 -1.810
H 2.302 -3.387 -0.127
H 0.277 -4.691 -2.005
H 0.393 -4.723 -0.239
H -1.167 -3.290 -3.275
H -2.724 -3.114 -2.393
H -2.090 -1.180 -4.039
H -2.696 -0.754 -2.414
H -0.876 0.539 -2.813
C -0.078 3.554 2.441
C -0.266 3.458 0.927
N 0.363 2.246 0.400
C 1.058 1.349 1.192
N 1.173 0.067 0.786
C 2.131 -0.769 1.544
C 2.301 -0.355 3.010
C 2.606 1.121 3.082
N 1.622 1.865 2.324
C 1.335 3.216 2.779
H -0.794 2.923 3.023
H -0.273 4.582 2.782
H 0.195 4.343 0.460
H -1.338 3.478 0.630
H 0.149 1.895 -0.530
H 3.106 -0.717 1.009
H 1.790 -1.811 1.475
H 3.075 -0.938 3.498
H 1.371 -0.582 3.580
H 3.616 1.365 2.739
H 2.569 1.500 4.115
H 2.057 3.909 2.295
H 1.586 3.223 3.847
N -3.284 1.510 -0.816
C -2.789 0.812 0.257
O -1.890 -0.042 0.170
C -3.445 1.121 1.548
C -3.035 0.458 2.698
N -2.657 -0.059 3.675
C -4.569 1.942 1.532
N -5.407 2.741 1.395
H -2.646 1.548 -1.613
H -3.932 2.292 -0.655
```

LUMO level ... 0.044 eV
HOMO-LUMO gap ... 6.70 eV
E_HOMO ... -0.245 hartree

=====

(5)
This record from the OMol25 dataset describes an isolated ion of composition C17H29N2O2 and charge +1. The level of theory is ωB97M-V with the def2-TZVPD basis set.

```
50
Properties=species:S:1:pos:R:3
C 3.092 2.741 2.128
C 2.038 3.085 1.089
N 1.846 1.985 0.117
C 2.932 1.869 -0.875
C 2.849 0.478 -1.546
N 1.510 -0.044 -1.465
C 1.235 -1.298 -0.819
C 1.741 -1.474 0.640
O 1.539 -0.310 1.428
C 0.976 -2.630 1.325
O -0.236 -2.116 1.835
C -1.331 -2.023 0.983
C -1.762 -3.066 0.179
C -2.880 -2.885 -0.616
C -3.588 -1.691 -0.625
C -4.794 -1.532 -1.494
C -3.163 -0.648 0.205
C -3.909 0.649 0.243
C -2.036 -0.825 0.993
C 0.497 0.945 -1.663
C 0.542 2.055 -0.574
H 2.859 1.796 2.611
H 3.111 3.516 2.888
H 4.088 2.680 1.698
H 1.082 3.256 1.589
H 2.306 3.993 0.544
H 1.818 1.069 0.659
H 2.812 2.669 -1.610
H 3.894 1.994 -0.381
H 3.156 0.576 -2.597
H 3.532 -0.220 -1.064
H 0.153 -1.434 -0.840
H 1.684 -2.111 -1.403
H 2.815 -1.679 0.645
H 0.706 -0.482 1.914
H 1.532 -2.982 2.197
H 0.830 -3.458 0.631
H -1.247 -4.014 0.177
H -3.215 -3.702 -1.237
H -5.677 -1.339 -0.887
H -4.673 -0.691 -2.175
H -4.969 -2.430 -2.079
H -3.456 1.342 0.948
H -4.941 0.480 0.544
H -3.929 1.114 -0.743
H -1.712 -0.034 1.656
H 0.655 1.402 -2.647
H -0.485 0.474 -1.670
H -0.246 1.906 0.166
H 0.421 3.043 -1.021
```

LUMO level ... -2.104 eV
HOMO-LUMO gap ... 9.15 eV
E_HOMO ... -0.413 hartree
Total charge ... +1
SMILES string ... CC[NH+]1CCN(C[C@@H](O)COc2ccc(C)c(C)c2)CC1
Relative energy (zero: lowest compared OMol25 entry of this formula, charge and spin) ... 0.569 eV

=====

(6)
This record from the OMol25 dataset describes a 2-piece molecular cluster, C17H29NO overall at a distorted geometry. The level of theory is ωB97M-V with the def2-TZVPD basis set.

```
48
Properties=species:S:1:pos:R:3
C 0.007 0.929 1.159
N -0.324 0.675 -0.238
C -0.017 1.700 -1.229
C -0.900 -0.512 -0.608
H 0.342 1.955 1.300
H -0.873 0.759 1.777
H 0.803 0.255 1.470
H 0.332 2.612 -0.749
H 0.762 1.336 -1.897
H -0.912 1.928 -1.806
H -1.133 -0.709 -1.634
H -1.114 -1.255 0.131
C -7.850 0.811 0.219
C -6.474 0.153 0.447
C -5.387 1.004 -0.237
C -6.187 0.093 1.959
C -6.461 -1.270 -0.121
C -5.260 -2.065 -0.001
O -4.245 -1.599 0.534
C -5.272 -3.419 -0.506
C -4.016 -4.283 -0.351
C -4.253 -5.690 -0.934
C -3.672 -4.403 1.145
C -2.836 -3.626 -1.089
C -6.424 -3.905 -1.077
C -7.570 -3.132 -1.179
C -7.571 -1.832 -0.704
H -8.638 0.234 0.702
H -7.886 1.823 0.618
H -8.083 0.860 -0.845
H -4.397 0.596 -0.040
H -5.525 1.029 -1.318
H -5.404 2.030 0.132
H -5.195 -0.317 2.143
H -6.229 1.085 2.407
H -6.908 -0.545 2.469
H -4.499 -5.631 -1.993
H -3.373 -6.324 -0.828
H -5.082 -6.183 -0.428
H -3.448 -3.423 1.566
H -4.506 -4.820 1.708
H -2.801 -5.040 1.300
H -2.624 -2.649 -0.663
H -1.934 -4.231 -1.005
H -3.057 -3.482 -2.145
H -6.446 -4.913 -1.447
H -8.465 -3.551 -1.612
H -8.474 -1.254 -0.788
```

LUMO level ... -2.299 eV
HOMO-LUMO gap ... 3.04 eV
E_HOMO ... -0.196 hartree
Relative energy (zero: lowest compared OMol25 entry of this formula, charge and spin) ... 4.451 eV

=====

(7)
This record from the OMol25 dataset describes C17H30BaN2OS6 as an isolated structure. The level of theory is ωB97M-V with the def2-TZVPD basis set.

```
57
Properties=species:S:1:pos:R:3
Ba -0.201 0.411 -0.115
C -0.258 -1.413 -3.910
C -0.554 -2.731 -3.208
S -1.291 -2.472 -1.571
C -0.787 -3.971 -0.687
C -0.840 -3.771 0.821
S 0.261 -2.504 1.504
C 1.900 -3.226 1.205
C 2.995 -2.177 1.060
S 2.824 -1.008 -0.316
C 2.630 -2.115 -1.731
C 2.443 -1.314 -3.016
S 0.935 -0.304 -3.107
H -1.165 -0.816 -4.014
H 0.106 -1.611 -4.917
H 0.355 -3.322 -3.095
H -1.245 -3.308 -3.822
H 0.216 -4.246 -1.013
H -1.456 -4.786 -0.959
H -0.627 -4.716 1.320
H -1.840 -3.472 1.135
H 1.851 -3.858 0.320
H 2.144 -3.866 2.052
H 3.956 -2.681 0.957
H 3.062 -1.546 1.947
H 1.772 -2.764 -1.558
H 3.529 -2.729 -1.817
H 2.428 -1.985 -3.876
H 3.275 -0.627 -3.166
N 3.256 3.510 -0.066
C 3.066 2.636 0.945
S 1.512 2.491 1.634
N 4.162 1.982 1.339
C 4.336 0.928 2.292
C 3.651 0.866 3.495
C 3.920 -0.174 4.376
C 4.884 -1.128 4.077
C 5.587 -1.040 2.882
C 5.307 -0.019 1.988
H 2.514 4.163 -0.249
H 4.183 3.786 -0.350
H 5.004 2.190 0.820
H 2.926 1.622 3.752
H 3.388 -0.219 5.318
H 5.104 -1.920 4.781
H 6.361 -1.761 2.649
H 5.852 0.050 1.052
C -4.914 1.539 -0.227
S -3.337 2.047 0.403
C -3.536 3.802 0.258
O -2.336 1.663 -0.671
H -5.097 2.014 -1.189
H -5.680 1.812 0.502
H -4.870 0.456 -0.332
H -4.294 4.126 0.973
H -3.821 4.053 -0.762
H -2.573 4.243 0.514
```

LUMO level ... -4.963 eV
HOMO-LUMO gap ... 8.74 eV
E_HOMO ... -0.503 hartree
Total charge ... +2
Relative energy (zero: lowest compared OMol25 entry of this formula, charge and spin) ... 0.000 eV

=====

(8)
This record from the OMol25 dataset describes C17H30BrN5O2PdSSi as an isolated structure. The level of theory is ωB97M-V with the def2-TZVPD basis set.

```
58
Properties=species:S:1:pos:R:3
Pd 0.226 -0.849 0.025
N 2.441 1.254 -0.535
N 1.484 2.237 -0.941
C -0.972 1.633 -0.701
N -1.995 2.535 -1.265
S -1.853 0.783 0.746
H 2.723 1.528 0.403
H 1.967 0.347 -0.373
H 1.065 1.825 -1.780
H -1.586 2.939 -2.103
H -2.222 3.283 -0.619
Br 0.655 4.541 -2.712
C 0.189 4.905 -0.884
C -0.040 6.253 -0.637
C -0.440 6.673 0.620
C -0.611 5.722 1.616
C -0.361 4.389 1.347
C 0.055 3.923 0.099
C 0.306 2.388 -0.026
O 0.634 1.929 1.225
O -0.551 0.790 -1.629
H 0.096 6.960 -1.445
H -0.617 7.725 0.806
H -0.938 6.013 2.608
H -0.470 3.649 2.121
C -0.614 -1.312 2.598
Si -0.034 0.525 2.169
C 1.784 0.193 2.776
C -0.791 1.354 3.729
H -0.331 -1.510 3.640
H -0.108 -2.092 1.994
H -1.688 -1.464 2.474
H 1.780 -0.485 3.633
H 2.289 1.119 3.062
H 2.386 -0.278 1.989
H -0.208 1.104 4.621
H -1.805 0.977 3.867
H -0.861 2.439 3.671
C 1.199 -3.293 -1.474
C 0.987 -4.626 -0.702
N -0.255 -5.275 -1.137
C -1.370 -4.333 -0.959
C -1.154 -3.061 -1.826
N 0.152 -3.130 -2.472
C 0.174 -4.286 -3.358
C -0.136 -5.581 -2.561
H 2.168 -3.257 -1.981
H 1.189 -2.461 -0.746
H 0.923 -4.440 0.372
H 1.805 -5.335 -0.873
H -1.421 -4.060 0.097
H -2.299 -4.854 -1.216
H -1.215 -2.176 -1.180
H -1.911 -2.953 -2.608
H 1.160 -4.339 -3.830
H -0.560 -4.124 -4.153
H 0.655 -6.327 -2.692
H -1.074 -6.036 -2.893
```

LUMO level ... 4.704 eV
HOMO-LUMO gap ... 4.79 eV
E_HOMO ... -0.003 hartree
Total charge ... -2
Relative energy (zero: lowest compared OMol25 entry of this formula, charge and spin) ... 2.580 eV